(1)
Below is C13H5Br2F7N2O4S2 in the gas phase in a non-equilibrium geometry, with properties calculated with ωB97M-V/def2-TZVPD.

Atoms and positions in Å:
1 C -0.958 3.840 1.363
2 C -1.904 3.631 0.020
3 Br -2.642 5.311 -0.816
4 C -2.221 2.301 -0.602
5 Br -3.341 2.258 -2.260
6 C -1.661 0.896 0.040
7 C -2.585 -0.175 0.551
8 N -4.070 0.083 0.410
9 C -4.701 0.033 1.659
10 S -5.748 -0.582 2.898
11 C -1.886 -1.531 1.162
12 O -2.709 -2.500 1.641
13 C -0.229 -1.752 1.159
14 N 0.312 -3.065 1.707
15 C 0.704 -0.705 0.638
16 S 2.570 -0.832 0.539
17 O 3.131 0.242 1.551
18 O 3.164 -2.186 0.992
19 C 3.310 -0.406 -1.128
20 F 4.658 -1.082 -1.206
21 F 3.615 1.064 -1.187
22 C 2.403 -0.835 -2.424
23 F 3.316 -0.717 -3.623
24 F 1.253 0.057 -2.709
25 C 1.868 -2.384 -2.419
26 F 2.752 -3.353 -1.731
27 F 0.433 -2.500 -1.964
28 F 1.837 -2.815 -3.867
29 C -0.029 0.705 0.116
30 O 0.833 1.698 -0.243
31 H 0.158 4.048 1.000
32 H -1.328 4.750 2.004
33 H -0.960 2.883 2.037
34 H -0.404 -3.581 2.270
35 H 1.055 -2.801 2.421

Properties
2S+1: 1
Frontier orbital gap in Ha: 0.2278

Löwdin population analysis, charges in e, atoms 1 to 5: atom 1 (C): -0.13, atom 2 (C): -0.60, atom 3 (Br): 0.59, atom 4 (C): -0.59, atom 5 (Br): 0.61

---

(2)
Below is a molecular structure, C13H5Cl2CrNO9, with properties calculated with ωB97M-V/def2-TZVPD.

Atoms and positions in Å:
1 Cr -0.109 -1.539 0.006
2 O 6.724 -0.458 0.006
3 C 5.912 0.479 0.003
4 O 6.059 1.713 0.011
5 C 4.423 0.025 0.005
6 C 3.401 0.964 0.008
7 C 2.082 0.557 0.009
8 N 1.764 -0.746 0.006
9 C 2.750 -1.668 0.004
10 C 4.079 -1.327 0.002
11 C 2.227 -3.080 0.005
12 O 2.922 -4.055 -0.039
13 O 0.893 -3.095 -0.019
14 H 3.675 2.010 0.010
15 H 1.259 1.262 0.009
16 H 4.856 -2.079 0.000
17 O -5.675 0.842 0.003
18 C -4.574 0.377 0.002
19 C -4.222 -1.127 0.002
20 O -5.006 -2.041 -0.011
21 C -2.759 -1.139 0.004
22 C -2.224 0.124 0.015
23 O -0.912 0.216 0.018
24 C -3.249 1.167 0.025
25 O -3.129 2.366 0.033
26 O -1.905 -2.142 -0.004
27 Cl 0.098 3.986 -0.017
28 C 1.376 5.205 -0.026
29 Cl 0.740 6.847 -0.233
30 H 2.045 4.998 -0.853
31 H 1.899 5.165 0.921

Properties
2S+1: 4
Frontier orbital gap (spin up / spin down) in Ha: 0.2004 / 0.2438
ΔE to the lowest compared entry with this formula, charge and spin in kJ/mol: 20.9
Net charge: -1

Löwdin population analysis, charges in e, atoms 1 to 5: atom 1 (Cr): 1.25, atom 2 (O): -0.03, atom 3 (C): -0.69, atom 4 (O): -0.04, atom 5 (C): -0.06

---

| no. | E (eV) |
| --- | --- |
| 1 | -205492.8078 |
| 2 | -86948.9536 |